(1)
C31H37IrN4O3 | ωB97M-V/def2-TZVPD

DFT total energy	-47657.0446	eV
Kohn-Sham gap (spin up / spin down)	0.274 / 0.174	Ha

```
! wB97M-V def2-TZVPD RIJCOSX def2/J DEFGRID3
* xyz 3 6
Ir 0.80464 -0.76753 0.11133
C 1.97900 -3.19473 -2.48571
C 1.28892 -2.19102 -3.41631
C 1.81044 -0.75359 -3.32675
C -0.22684 -2.18667 -3.37184
C -0.91639 -2.43161 -4.52774
C -2.33678 -2.41650 -4.59223
C -3.08757 -2.13856 -3.46845
C -2.46530 -1.92905 -2.25523
C -3.29959 -1.49506 -1.07902
C -3.86208 -0.08623 -1.34775
C -4.43615 -2.48499 -0.79336
C -1.00298 -2.02537 -2.18518
N -0.43188 -2.04178 -0.91645
C -1.06724 -2.97346 -0.05070
O -1.72140 -3.90152 -0.43103
C -0.84378 -2.67201 1.41242
C -1.27961 -3.43524 2.47974
C -0.93131 -3.02668 3.76530
C -0.14826 -1.89120 3.96844
C 0.24079 -1.16493 2.86001
N -0.14076 -1.56294 1.64203
C 1.13526 0.04025 2.84796
O 1.81635 0.40456 3.75257
N 1.16965 0.70033 1.53565
C 1.38191 2.04353 1.55640
C 1.97550 2.72573 0.45776
C 2.49486 4.04592 0.66102
C 2.32534 4.73787 1.83879
C 1.54239 4.15799 2.81972
C 0.96526 2.85516 2.66875
C -0.20351 2.54040 3.54547
C 0.10527 2.61961 5.05087
C -1.32713 3.54743 3.17702
C 2.13629 2.12749 -0.90123
C 3.62355 1.75500 -1.08760
C 1.65347 3.05097 -2.02376
H 3.04183 -3.24247 -2.72722
H 1.56672 -4.19495 -2.61415
H 1.88821 -2.93538 -1.43462
H 1.53609 -2.51304 -4.43015
H 1.66430 -0.31153 -2.32847
H 1.29617 -0.10876 -4.04094
H 2.87877 -0.72575 -3.54763
H -0.36650 -2.66567 -5.43169
H -2.82424 -2.60387 -5.54060
H -4.16353 -2.06994 -3.54655
H -2.66616 -1.40394 -0.19437
H -4.56431 -0.09942 -2.18140
H -3.07337 0.63244 -1.58136
H -4.40294 0.26159 -0.46764
H -5.16086 -2.49698 -1.60720
H -4.96846 -2.16780 0.10379
H -4.06908 -3.50112 -0.65009
H -1.85418 -4.33478 2.30027
H -1.24931 -3.61281 4.61805
H 0.16552 -1.59079 4.95942
H 3.05537 4.49237 -0.15138
H 2.75442 5.72106 1.97783
H 1.32216 4.70531 3.72820
H -0.58635 1.54783 3.29936
H 0.49591 3.59377 5.34730
H 0.81848 1.85855 5.35701
H -0.82444 2.47872 5.60058
H -1.06569 4.56742 3.46196
H -2.22194 3.27547 3.73545
H -1.56503 3.52563 2.11268
H 1.51631 1.21874 -0.91798
H 4.23783 2.65112 -1.18086
H 3.72713 1.18726 -2.01244
H 4.01291 1.16238 -0.26096
H 2.26213 3.95193 -2.10208
H 0.61060 3.34143 -1.89602
H 1.74678 2.52409 -2.97306
O 3.67109 -1.36843 -0.57369
N 2.63735 -1.33124 -0.10032
*
```

***

(2)
C5H14 | ωB97M-V/def2-TZVPD

DFT total energy	-5410.1541	eV
Kohn-Sham gap (spin up / spin down)	0.099 / 0.447	Ha

```
! wB97M-V def2-TZVPD RIJCOSX def2/J DEFGRID3
* xyz -1 2
C 1.87268 0.15046 1.48361
C 2.37027 1.12126 0.40524
C 0.36022 -0.13260 1.38118
H 2.35257 -0.82394 1.37456
H 2.12135 0.48841 2.49141
H 1.59721 1.29122 -0.33511
H -0.25772 0.68682 1.02639
H 3.19547 0.66815 -0.16003
H 2.72454 2.10956 0.70120
H 0.20138 -0.98328 0.72122
H -0.10200 -0.28910 2.35829
C -2.38021 -1.28578 -1.36516
C -2.04335 0.15710 -1.75317
H -2.26667 -1.47219 -0.29230
H -3.40576 -1.58379 -1.55014
H -1.69150 -1.94455 -1.89527
H -1.01712 0.33311 -1.42710
H -2.71696 0.85057 -1.25240
H -1.98383 0.26581 -2.83266
*
```

***

(3)
H3OPS | ωB97M-V/def2-TZVPD

DFT total energy	-22218.7170	eV
Kohn-Sham gap	0.319	Ha
SMILES	O=P.S

```
! wB97M-V def2-TZVPD RIJCOSX def2/J DEFGRID3
* xyz 0 1
O -0.40139 2.28797 1.76652
P -1.65098 1.99318 1.13897
H -1.68883 0.45166 0.70668
S 1.12866 -1.71842 -1.78831
H 1.76182 -0.75435 -1.17832
H 0.85072 -2.26005 -0.64553
*
```

***

(4)
C2H2ClNS2 | ωB97M-V/def2-TZVPD

DFT total energy	-37783.4597	eV
Kohn-Sham gap (spin up / spin down)	0.224 / 0.247	Ha

```
! wB97M-V def2-TZVPD RIJCOSX def2/J DEFGRID3
* xyz 0 3
C -0.98373 0.42800 -0.33879
C -0.72540 -0.57116 0.44149
N 1.32468 1.20199 0.39788
S -0.04675 1.81159 -0.48178
S 1.32335 -0.19406 0.90111
Cl 1.96594 -1.64019 -0.52185
H -1.91073 0.50305 -0.94017
H -0.94736 -1.53922 0.54211
*
```

***

(5)
C6H8OPPb | ωB97M-V/def2-TZVPD

DFT total energy	-22927.1193	eV
Kohn-Sham gap	0.338	Ha

```
! wB97M-V def2-TZVPD RIJCOSX def2/J DEFGRID3
* xyz 1 1
C 0.77071 -0.28427 -0.61252
C 0.04979 -0.13908 -1.85638
C -0.56902 -1.41198 -2.15818
C -0.27640 -2.30183 -1.05773
C 0.58359 -1.59957 -0.14737
Pb -1.78383 -0.47300 -0.31738
P -0.02617 2.68013 1.43286
H 1.40014 0.48342 -0.16242
H 0.07615 0.72852 -2.51423
H -1.03782 -1.69735 -3.10382
H 1.05724 -2.03546 0.73484
H -0.55234 -3.35261 -0.97823
H -0.86383 3.41385 2.32593
H 0.44036 3.85243 0.74383
H 1.07826 2.63790 2.34006
O 0.03380 -0.35628 3.18795
C -0.38063 -0.14481 2.14279
*
```

***

(6)
C5H8Cl3NO | ωB97M-V/def2-TZVPD

DFT total energy	-46414.3710	eV
Kohn-Sham gap (spin up / spin down)	0.283 / 0.283	Ha

```
! wB97M-V def2-TZVPD RIJCOSX def2/J DEFGRID3
* xyz 0 1
C 2.00367 -0.04526 0.92734
C 0.38259 0.62312 -1.52920
C 0.56385 -0.37093 0.89343
C -2.09812 0.21112 0.48350
C 0.02257 -0.36804 -0.48363
N -2.50638 0.30159 -0.75317
O -2.76394 -0.84302 -1.27803
Cl 0.17492 -1.98059 1.55769
Cl -1.88440 1.61199 1.49140
Cl -0.45206 -1.75269 -1.24480
H 2.56825 -0.97565 0.87735
H 2.29538 0.59347 1.82896
H 2.18468 0.54665 0.00318
H 1.34218 0.38646 -1.93444
H -0.41290 0.68883 -2.27668
H 0.57230 1.65186 -1.16898
H -0.00267 0.49441 1.50498
H -1.98991 -0.77330 1.10111
*
```

***

(7)
CHPS3 | ωB97M-V/def2-TZVPD

DFT total energy	-42845.3143	eV
Kohn-Sham gap	0.279	Ha

```
! wB97M-V def2-TZVPD RIJCOSX def2/J DEFGRID3
* xyz 0 1
C -4.40962 -0.18073 -0.88205
P -1.62034 1.10128 0.81172
S -4.49115 -1.53659 -0.20077
S -3.17473 2.25247 0.73033
S -1.28694 0.18142 -1.06697
H -0.46020 -0.58075 -0.62618
*
```